[1]
DFT (wB97M-V/def2-TZVPD) results for C50H50F4GeN4O2RbSe as an isolated structure.

Calculated values
charge: -2
energy relative to the best compared isomer or geometry (same formula, charge and spin): 139.03 kJ/mol
2S+1: 2

Structure (XYZ):
```
113
Properties=species:S:1:pos:R:3:lowdin_charge:R:1
Rb -0.38359 -0.24169 0.12967 0.63
C -3.50776 -2.13057 2.36746 -0.08
C -3.25971 -3.02031 1.16123 -0.26
N -2.94974 -2.27086 -0.04452 -0.19
C -4.07045 -1.41387 -0.46174 -0.25
C -3.85375 0.05271 -0.13908 -0.08
C -2.50813 -3.10743 -1.15382 -0.21
C -1.38480 -4.08472 -0.84184 -0.27
N -0.20897 -3.40667 -0.34579 0.01
C 0.88370 -4.12522 -0.19622 -0.24
C 2.10955 -3.46309 0.15791 -0.17
F 2.07983 -2.11221 0.30294 -0.01
C 3.30625 -4.09006 0.35442 -0.24
F 4.38699 -3.33624 0.66997 0.06
C 3.46220 -5.46766 0.23682 0.00
C 2.30785 -6.15019 -0.09765 -0.25
F 2.36792 -7.50364 -0.22295 0.04
C 1.08990 -5.54439 -0.30250 -0.14
F 0.04624 -6.38310 -0.58429 0.03
H -3.57013 -2.74013 3.27203 0.07
H -4.43833 -1.56756 2.28208 0.07
H -2.69389 -1.41646 2.49869 0.06
H -4.14537 -3.67084 0.99827 0.12
H -2.41747 -3.67703 1.37814 0.10
H -5.00449 -1.78246 -0.00736 0.11
H -4.20109 -1.51678 -1.54293 0.10
H -3.77807 0.23394 0.93300 0.07
H -4.65309 0.67792 -0.54461 0.07
H -2.93789 0.38507 -0.62656 -0.01
H -2.17668 -2.43093 -1.94817 0.11
H -3.35949 -3.69274 -1.56035 0.12
H -1.18723 -4.61133 -1.78856 0.11
H -1.76356 -4.86001 -0.16118 0.10
H 4.40915 -5.96056 0.38206 0.11
O -2.00906 2.14707 3.27564 -0.01
C -1.00052 1.61305 2.79368 -0.71
O -0.37224 1.84794 1.73809 -0.18
C -0.39356 0.46992 3.62554 -0.19
C -0.02950 0.69799 4.98373 0.00
C 0.58548 -0.29127 5.68430 -0.03
C 0.81975 -1.54597 5.06424 -0.18
C 1.46540 -2.63061 5.69968 -0.06
C 1.65000 -3.81215 5.03540 -0.09
C 1.18693 -3.96773 3.71128 -0.06
C 0.55135 -2.93826 3.07425 0.00
C 0.37247 -1.70007 3.73520 -0.21
N -0.21580 -0.68664 3.03874 0.10
H -0.25160 1.66351 5.41683 0.11
H 0.89933 -0.13965 6.71244 0.11
H 1.81669 -2.50859 6.71881 0.10
H 2.15755 -4.63537 5.52363 0.09
H 1.34587 -4.90253 3.18729 0.10
H 0.18540 -3.03389 2.05764 0.09
C -6.76247 4.89764 -1.50589 -0.08
C -5.55930 4.07525 -1.87618 -0.30
C -4.27444 4.47605 -1.53453 -0.03
C -3.15183 3.72720 -1.86366 -0.30
C -1.80029 4.20875 -1.42787 -0.10
C -3.28547 2.52190 -2.57953 -0.58
Se -1.73505 1.50624 -3.05296 0.57
C -4.58795 2.09682 -2.90339 -0.33
C -4.85808 0.78696 -3.59925 -0.09
C -5.68772 2.87404 -2.55670 -0.05
H -6.46533 5.81062 -0.98752 0.06
H -7.43959 4.35016 -0.84456 0.07
H -7.34165 5.19085 -2.38646 0.07
H -4.13509 5.39938 -0.97932 0.10
H -1.87770 5.15610 -0.88996 0.07
H -1.13775 4.32615 -2.28767 0.05
H -1.31585 3.47232 -0.78242 0.06
H -3.92835 0.33113 -3.93083 0.01
H -5.51535 0.93434 -4.46140 0.07
H -5.35770 0.08431 -2.92473 0.07
H -6.67930 2.51623 -2.82683 0.11
C -1.08775 -1.26165 -5.12408 -0.11
C 0.03919 -1.46893 -4.23091 -0.28
N 0.91291 -1.67703 -3.51638 0.17
H -1.50148 -0.26625 -4.94096 -0.03
H -1.85155 -2.00635 -4.90016 0.08
H -0.76355 -1.37301 -6.15839 0.07
C 3.88579 -0.51199 -2.16407 -0.23
Ge 2.69182 0.61339 -1.08401 1.00
C 2.34812 2.37267 -1.85031 -0.34
C 2.53774 2.63264 -3.20669 -0.12
C 2.30697 3.89784 -3.72607 -0.10
C 1.87144 4.91752 -2.89339 -0.11
C 1.65313 4.66421 -1.54614 -0.10
C 1.88102 3.39978 -1.02899 -0.10
C 3.52556 0.89513 0.68681 -0.23
C 2.91894 0.41654 1.81659 -0.09
C 3.52212 0.50702 3.09183 -0.04
C 4.74975 1.07987 3.22829 -0.04
C 5.41735 1.61283 2.09740 -0.17
C 6.68775 2.22645 2.22168 -0.06
C 7.32306 2.75831 1.13595 -0.11
C 6.70342 2.70618 -0.12900 -0.09
C 5.48056 2.11346 -0.27585 -0.04
C 4.79964 1.53499 0.82467 -0.16
H 4.74742 0.07601 -2.49231 0.01
H 3.36748 -0.92811 -3.02443 -0.02
H 4.23549 -1.33157 -1.53747 0.01
H 2.86065 1.83704 -3.87011 0.10
H 2.44792 4.08241 -4.78452 0.09
H 1.67282 5.90274 -3.29877 0.09
H 1.27718 5.44693 -0.89880 0.10
H 1.67677 3.20636 0.01965 0.11
H 1.93728 -0.03566 1.77511 0.05
H 2.99071 0.10934 3.94821 0.10
H 5.23196 1.14658 4.19744 0.10
H 7.14437 2.26747 3.20464 0.10
H 8.29448 3.22593 1.24435 0.09
H 7.19285 3.14431 -0.99033 0.09
H 5.00706 2.10661 -1.24978 0.08
```

---

[2]
DFT (wB97M-V/def2-TZVPD) results for C50H50F6Ge2NO4S6Zn as an isolated structure.

Calculated values
charge: -1
energy relative to the best compared isomer or geometry (same formula, charge and spin): 59.74 kJ/mol
2S+1: 1

Structure (XYZ):
```
120
Properties=species:S:1:pos:R:3:lowdin_charge:R:1
Zn 1.09289 2.25648 -1.73586 0.16
F 1.36280 6.26514 -1.32936 0.15
C 1.04491 6.48954 -2.59185 -0.69
F -0.11417 7.13645 -2.62096 0.14
F 1.97106 7.27952 -3.12201 0.14
S 0.89355 4.90341 -3.56048 0.61
O 0.28877 3.99571 -2.58998 -0.36
O 0.13268 5.24936 -4.71331 -0.25
N 2.34665 4.49953 -3.96523 -0.28
S 3.40631 3.95705 -2.93813 0.62
O 3.89132 4.91038 -1.98948 -0.25
O 3.08719 2.62386 -2.43674 -0.35
C 4.78517 3.64671 -4.13151 -0.71
F 4.45202 2.77083 -5.05501 0.16
F 5.15962 4.76049 -4.73849 0.15
F 5.83517 3.16828 -3.47402 0.14
C -5.57185 -2.72842 2.39802 -0.05
C -4.35190 -1.91565 2.73240 -0.27
C -3.11541 -2.51971 2.90763 0.00
C -1.98445 -1.78163 3.23126 -0.20
C -0.66095 -2.46107 3.44653 -0.03
C -2.09514 -0.39898 3.37219 -0.17
C -3.32106 0.23319 3.17829 -0.24
C -3.47059 1.72667 3.26970 -0.03
C -4.43374 -0.53716 2.87009 -0.02
C -0.92736 0.34949 3.92077 -0.22
C -0.92382 0.45101 5.31278 -0.04
C 0.11461 1.06374 5.98587 -0.06
C 1.18126 1.55592 5.25755 -0.03
C 1.20313 1.46355 3.86928 -0.22
C 0.13116 0.88055 3.17677 -0.19
Ge 0.18744 0.85540 1.19006 0.06
S 1.09988 2.69819 0.47328 0.33
S 1.13711 -1.02145 0.36334 0.33
Ge -0.38722 -0.70801 -1.27576 0.06
S 0.42138 0.46136 -2.93561 0.29
S -1.73739 0.52173 0.05304 0.31
C -1.20825 -2.36467 -1.98806 -0.20
C -2.39051 -2.23645 -2.72587 -0.22
C -3.04183 -3.36681 -3.20785 -0.03
C -2.52234 -4.62922 -2.98490 -0.06
C -1.32869 -4.75647 -2.30032 -0.04
C -0.65790 -3.63957 -1.80609 -0.22
C 0.64007 -3.88483 -1.12180 -0.18
C 1.84252 -3.56174 -1.74494 -0.23
C 1.91204 -2.99494 -3.13615 -0.03
C 3.03791 -3.78487 -1.06709 -0.02
C 3.06811 -4.33403 0.20162 -0.27
C 4.36226 -4.52994 0.94054 -0.05
C 1.85898 -4.70046 0.78192 -0.02
C 0.65121 -4.49097 0.13819 -0.22
C -0.61832 -4.90920 0.82952 -0.03
C -2.94572 -0.90162 -3.09256 -0.17
C -3.92275 -0.28489 -2.32290 -0.25
C -4.51647 -0.94261 -1.11170 -0.07
C -4.37672 0.97964 -2.69158 -0.01
C -3.88743 1.63028 -3.80841 -0.26
C -4.33599 3.01959 -4.16601 -0.05
C -2.95266 0.96862 -4.59955 -0.01
C -2.48266 -0.28852 -4.26683 -0.25
C -1.50049 -0.98974 -5.16167 -0.07
C 2.44582 1.93858 3.19579 -0.21
C 2.67539 3.29486 2.99949 -0.29
C 1.66521 4.34357 3.37335 -0.05
C 3.83398 3.69540 2.34216 -0.03
C 4.75824 2.78081 1.87237 -0.26
C 5.96314 3.22008 1.08873 -0.05
C 4.52968 1.43075 2.11833 0.00
C 3.39447 0.99618 2.78052 -0.22
C 3.19596 -0.47141 3.04811 -0.05
H -5.32916 -3.78771 2.32848 0.07
H -5.99715 -2.41729 1.44429 0.07
H -6.34546 -2.60567 3.15792 0.08
H -3.03303 -3.59555 2.80708 0.11
H -0.76834 -3.54054 3.38384 0.05
H -0.24860 -2.21369 4.42456 0.09
H 0.06540 -2.14531 2.69200 0.04
H -2.54102 2.21590 3.55488 0.08
H -4.23686 1.99497 3.99819 0.08
H -3.77290 2.12727 2.30233 0.08
H -5.38736 -0.04382 2.72432 0.12
H -1.75839 0.03129 5.85904 0.12
H 0.10222 1.13951 7.06583 0.10
H 2.02635 2.01090 5.75687 0.12
H -3.95668 -3.23914 -3.77160 0.12
H -3.03211 -5.50668 -3.36206 0.10
H -0.89008 -5.73373 -2.14861 0.12
H 0.94280 -2.99092 -3.63420 0.07
H 2.60320 -3.58744 -3.73658 0.08
H 2.27390 -1.96701 -3.12098 0.06
H 3.96518 -3.50015 -1.54797 0.12
H 5.20407 -4.15519 0.36097 0.07
H 4.53743 -5.58658 1.15165 0.08
H 4.34701 -4.00197 1.89458 0.07
H 1.85476 -5.13532 1.77445 0.12
H -0.53422 -4.73482 1.89974 0.05
H -0.80052 -5.97686 0.68505 0.09
H -1.48708 -4.36851 0.45891 0.08
H -4.00940 -1.87318 -0.86014 0.08
H -5.57252 -1.15848 -1.28472 0.08
H -4.44080 -0.28696 -0.24690 0.04
H -5.11449 1.47013 -2.06874 0.12
H -5.08176 3.38514 -3.46140 0.07
H -4.76919 3.04588 -5.16780 0.08
H -3.49162 3.70968 -4.15491 0.08
H -2.56622 1.45654 -5.48498 0.12
H -1.24809 -0.36183 -6.01313 0.08
H -1.91477 -1.92947 -5.53129 0.08
H -0.57819 -1.21974 -4.62851 0.01
H 0.77739 3.91546 3.83458 0.07
H 1.35049 4.87601 2.47712 0.06
H 2.09562 5.07003 4.06488 0.08
H 3.98596 4.74986 2.14922 0.12
H 6.03316 4.30587 1.05400 0.07
H 5.89913 2.85933 0.06143 0.08
H 6.88412 2.82847 1.52439 0.07
H 5.24939 0.69876 1.77341 0.12
H 4.08192 -1.03290 2.75705 0.07
H 2.35240 -0.87523 2.48698 -0.01
H 2.99679 -0.65620 4.10506 0.09
```

---

- Among the records above, which one has the lowest 2S+1?
  C50H50F6Ge2NO4S6Zn

---

- The highest charge belongs to which entry?
  C50H50F6Ge2NO4S6Zn

---

- Which of these has the highest energy relative to the best compared isomer or geometry (same formula, charge and spin)?
  C50H50F4GeN4O2RbSe

---

- Among the records above, which one has the highest 2S+1?
  C50H50F4GeN4O2RbSe